1.
{
  "formula": "C2H5N3",
  "method": "ωB97M-V/def2-TZVPD",
  "symbols": ["C", "C", "N", "N", "N", "H", "H", "H", "H", "H"],
  "positions_angstrom": [[-0.770509, -0.254848, -0.122091], [0.034724, 0.997064, 0.003693], [-3.196461, 0.207697, 0.234423], [-2.166229, -0.034090, 0.000001], [-0.329568, -1.462539, -0.111362], [-0.320065, 1.847359, -0.467767], [0.036314, 1.231626, 1.051401], [1.137227, 1.002514, -0.353180], [0.631849, -1.771210, 0.058567], [-0.945819, -2.345968, -0.262309]],
  "forces_ev_per_a": [[-3.7608, 10.0125, 0.1984], [2.3243, -2.8095, -2.3903], [-3.5063, 0.8291, 0.3545], [5.0758, -1.5426, -0.1845], [1.2913, -10.0088, -0.2357], [-1.6503, 1.8181, -0.8999], [0.2910, 0.4050, 2.1099], [-1.3850, -0.7883, 0.8545], [0.5544, 0.5620, 0.4048], [0.7657, 1.5226, -0.2118]],
  "mulliken_charge": [0.61, -0.97, 0.02, 0.43, -0.06, 0.40, 0.43, 0.41, 0.35, 0.39],
  "lumo_ha": [-0.3915, -0.6449],
  "e_tot_ev": -6597.9892,
  "total_charge": 2,
  "spin_multiplicity": 3,
  "molar_mass_g_mol": 71.08
}

***

2.
{
  "formula": "C18H40EuP2Si",
  "method": "ωB97M-V/def2-TZVPD",
  "symbols": ["P", "P", "C", "C", "H", "H", "H", "H", "C", "H", "H", "H", "C", "H", "H", "H", "C", "H", "H", "H", "C", "H", "H", "H", "Eu", "C", "C", "C", "C", "C", "C", "C", "C", "C", "H", "H", "H", "H", "H", "H", "H", "H", "H", "H", "H", "H", "H", "H", "H", "C", "Si", "C", "C", "H", "H", "H", "H", "H", "H", "H", "H", "H"],
  "positions_angstrom": [[0.178150, -1.880364, -3.510689], [0.090862, 1.243428, -3.408311], [-0.199463, -0.976101, -5.141519], [0.342168, 0.448910, -5.118600], [-1.296110, -0.997375, -5.280546], [0.286729, -1.551307, -5.950261], [1.425591, 0.481547, -5.338475], [-0.203107, 1.071751, -5.851205], [-1.518756, 2.044648, -3.839021], [-1.757962, 2.774174, -3.054166], [-2.311841, 1.289827, -3.888426], [-1.422664, 2.553625, -4.809272], [1.199315, 2.673242, -3.735271], [0.921485, 3.151096, -4.685327], [2.232887, 2.316600, -3.778743], [1.089360, 3.382514, -2.906080], [-0.946811, -3.292284, -3.848919], [-0.772928, -4.054032, -3.079778], [-0.737271, -3.702676, -4.846850], [-1.981950, -2.943528, -3.792494], [1.753641, -2.637021, -4.109180], [2.536994, -1.873533, -4.162437], [1.585909, -3.077166, -5.103184], [2.049359, -3.417639, -3.396350], [0.531662, -0.719482, 3.259427], [0.641231, 1.197150, 0.945011], [-0.698785, 1.082596, 0.855381], [-1.461023, 0.210407, -0.089089], [-1.873370, -1.215026, 0.401328], [-0.786402, -2.058098, 0.969369], [0.524695, -1.974956, 0.695996], [1.197256, -1.036914, -0.272005], [1.661154, 0.352439, 0.238462], [0.132022, -2.471696, 4.839832], [1.060518, 1.966214, 1.603529], [-1.317565, 1.725408, 1.503917], [-0.961516, 0.112722, -1.058222], [-2.405803, 0.721264, -0.306497], [-2.642442, -1.115565, 1.181352], [-2.377791, -1.662653, -0.466495], [-1.136080, -2.838495, 1.648402], [1.212050, -2.700134, 1.179374], [0.624175, -0.905898, -1.205591], [2.121842, -1.540944, -0.600486], [2.502472, 0.222097, 0.937948], [2.083300, 0.854376, -0.641904], [0.897770, -2.200439, 5.586078], [0.412262, -3.328329, 4.199154], [-0.894836, -2.512114, 5.235100], [-1.412834, 1.098795, 6.247851], [-0.120693, 1.643383, 5.004873], [-0.496492, 3.371433, 4.396580], [1.549351, 1.625306, 5.875248], [-2.404747, 1.080367, 5.769236], [-1.415731, 1.826391, 7.075402], [-1.191177, 0.094716, 6.639339], [-0.498346, 4.074134, 5.247803], [0.260154, 3.692146, 3.661399], [-1.484817, 3.389745, 3.906770], [1.493324, 2.368723, 6.688187], [1.775966, 0.635976, 6.305255], [2.355651, 1.906630, 5.177773]],
  "forces_ev_per_a": [[-0.3970, -0.1739, -1.4584], [0.1859, 0.2754, -1.2611], [0.1933, -0.3391, 0.5022], [-0.1436, 0.2754, 0.5635], [0.4524, 0.0725, 0.0034], [-0.4898, 0.1214, 0.1938], [-0.4630, -0.0756, 0.0314], [0.5052, -0.1374, 0.1694], [0.1071, 0.1261, 0.2976], [-0.1467, -0.1426, -0.2320], [0.0794, 0.1925, 0.0232], [-0.1620, -0.0754, 0.2947], [-0.2540, 0.1765, 0.1518], [0.2129, 0.0162, 0.2400], [-0.1059, 0.1586, 0.0238], [0.1800, 0.0161, -0.2498], [0.2773, -0.2128, 0.0773], [-0.2010, -0.0112, -0.2308], [-0.2050, -0.0494, 0.2494], [0.1003, -0.1485, 0.0084], [-0.1048, -0.1618, 0.2827], [-0.0519, -0.1885, 0.0077], [0.2019, 0.0492, 0.2903], [0.1434, 0.1481, -0.2368], [0.3884, 0.8646, -0.1974], [-0.8324, 0.1292, -0.2190], [0.6219, 0.4703, 0.4271], [-0.6058, -0.5526, -0.4135], [-0.2872, 1.1930, -0.0027], [0.4491, -0.5101, -0.4375], [0.0132, -0.3111, 0.0737], [0.5438, 0.1037, -0.6747], [-0.0159, -0.4825, 0.0336], [-0.3461, 0.1120, -0.2293], [-0.2786, -0.2577, -0.0224], [0.4527, -0.2509, -0.2489], [-0.0205, 0.1318, 0.2968], [0.0762, -0.0074, -0.0098], [0.0489, 0.0241, -0.1805], [0.1738, -0.3485, 0.2906], [0.2352, 0.0518, -0.0031], [-0.5502, 0.3552, -0.1474], [0.1914, -0.1131, 0.7013], [-0.2336, 0.0845, 0.0441], [0.0184, -0.0085, -0.1283], [-0.0478, 0.1633, 0.2304], [-0.2799, -0.5045, 0.0602], [-0.0948, -0.1636, 0.6529], [0.5239, -0.3745, 0.1259], [-0.1816, 0.3952, 0.4631], [-0.0875, -1.5408, -1.6211], [-0.0635, 0.6041, 0.2754], [0.1746, 0.5003, 0.4881], [0.2519, 0.0103, 0.2601], [-0.2958, -0.2828, 0.0998], [-0.0776, 0.3053, -0.0879], [-0.0752, 0.1267, -0.3614], [-0.2586, -0.0051, 0.2579], [0.3312, 0.0787, 0.1916], [0.4540, -0.1994, 0.0331], [-0.0606, 0.3231, -0.0788], [-0.1698, -0.0260, 0.3159]],
  "mulliken_charge": [0.98, 0.90, -1.15, -1.16, 0.44, 0.47, 0.44, 0.46, -1.49, 0.37, 0.34, 0.46, -1.41, 0.40, 0.37, 0.40, -1.41, 0.40, 0.38, 0.37, -1.46, 0.34, 0.44, 0.37, 0.90, -0.82, -0.23, 0.46, -0.71, -0.70, -0.71, 1.33, -0.96, -1.46, 0.52, 0.36, -0.98, 0.63, 0.41, 0.37, 0.54, 0.46, -1.60, 0.63, 0.42, 0.44, 0.33, 0.41, 0.22, -1.02, 0.03, -1.06, -1.10, 0.24, 0.31, 0.27, 0.38, 0.24, 0.26, 0.31, 0.31, 0.28],
  "lumo_ha": [0.0005, 0.0007],
  "e_tot_ev": -65094.4601,
  "spin_multiplicity": 8,
  "molar_mass_g_mol": 498.52
}

***

3.
{
  "formula": "C4H12N2O",
  "method": "ωB97M-V/def2-TZVPD",
  "symbols": ["C", "N", "C", "C", "O", "C", "N", "H", "H", "H", "H", "H", "H", "H", "H", "H", "H", "H", "H"],
  "positions_angstrom": [[0.321457, 0.867414, -2.075826], [0.692516, -0.390595, -1.426399], [-0.003478, -0.521931, -0.123340], [-0.904119, -1.729651, -0.087283], [-1.177557, 2.072577, 0.574300], [0.954945, -0.498104, 1.082336], [0.233497, 0.062067, 2.237954], [-0.701471, 1.203475, -1.859633], [0.917890, 1.740273, -1.789807], [0.410257, 0.868675, -3.172047], [0.360780, -1.113123, -2.059333], [-0.534471, 0.410023, 0.088599], [-1.725007, -1.624756, -0.802381], [-0.287332, -2.603860, -0.327150], [-1.343622, -1.924143, 0.887364], [1.342213, -1.488391, 1.373524], [1.789785, 0.136718, 0.752226], [0.934087, 0.514370, 2.815401], [-0.331736, 0.844628, 1.859482]],
  "forces_ev_per_a": [[-0.2401, 1.2097, -0.5330], [-0.4036, 0.1070, -0.2741], [0.6235, 0.1886, 0.7578], [-0.0575, -0.2222, -0.2777], [0.0275, 0.0217, 0.0913], [0.0833, 0.0698, -0.1834], [0.2619, 0.0733, -0.1557], [-0.0228, -0.2660, 0.1382], [0.2425, -0.3662, 0.4549], [0.1590, -0.6222, 0.1043], [0.0821, -0.1301, 0.3319], [-0.6268, -0.0143, -0.5245], [0.0605, -0.1493, -0.0767], [-0.1717, -0.1461, -0.1852], [0.0503, 0.2800, 0.2086], [0.0633, 0.0517, -0.3499], [0.0930, -0.1300, 0.1665], [-0.1115, -0.0507, 0.2339], [-0.1127, 0.0952, 0.0727]],
  "mulliken_charge": [-0.89, -0.50, 1.28, -1.75, -0.99, -0.72, -0.68, 0.31, 0.26, 0.34, 0.30, -0.36, 0.37, 0.40, 0.43, 0.28, 0.32, 0.23, 0.36],
  "lumo_ha": [0.1490, 0.1489],
  "e_tot_ev": -9367.5523,
  "total_charge": -1,
  "spin_multiplicity": 2,
  "molar_mass_g_mol": 104.15
}

***

4.
{
  "formula": "C5H10BNO3",
  "method": "ωB97M-V/def2-TZVPD",
  "symbols": ["B", "C", "C", "C", "C", "C", "N", "O", "O", "O", "H", "H", "H", "H", "H", "H", "H", "H", "H", "H"],
  "positions_angstrom": [[-1.609699, 0.934233, -0.180272], [-0.364562, -0.068550, -0.171595], [-0.426255, -1.406974, -0.258688], [1.197198, 0.671059, -0.219802], [0.705207, -2.408773, -0.015842], [1.327839, 1.669899, 0.874059], [1.998162, 0.338083, -1.136843], [-2.652010, 0.525764, 0.586091], [-1.577079, 2.135414, -0.864197], [-1.580365, -2.010385, -0.333373], [0.487668, -3.410563, -0.068436], [1.242757, -2.208040, 0.847200], [1.554398, -2.241747, -0.691342], [0.970673, 1.203990, 1.872202], [0.830344, 2.495007, 0.510521], [2.409157, 2.072806, 0.770446], [2.870779, 0.936069, -1.018643], [-3.488861, 1.113764, 0.560156], [-2.407511, 2.527570, -0.462933], [-1.487848, -2.868630, -0.598713]],
  "forces_ev_per_a": [[1.9553, -1.4364, -0.4054], [2.8558, 1.9379, -0.8852], [2.4435, 0.3663, 1.2465], [-3.8363, -2.5135, 0.1134], [1.3055, 3.0571, -2.2688], [3.0020, -1.5550, 0.5314], [1.1051, 1.2113, 0.4906], [-2.8492, 1.5413, 0.2957], [-1.8614, 0.1454, 1.5181], [-3.1926, 2.4424, 0.5153], [-1.0894, -2.2912, -0.0769], [0.3686, 0.3732, 2.3365], [-0.4827, 0.0030, -0.5824], [0.8113, 1.2993, -1.6172], [-2.0067, 1.9356, -0.0403], [-1.3028, -0.8778, 1.1358], [-0.9654, -0.9552, -0.2374], [2.0106, -1.4911, 0.0551], [1.3664, 0.3055, -1.2351], [0.3624, -3.4983, -0.8897]],
  "mulliken_charge": [0.52, -0.23, 0.65, 0.66, -1.46, -1.17, -0.71, -0.49, -0.51, -0.43, 0.47, 0.33, 0.35, 0.24, 0.35, 0.37, 0.23, 0.26, 0.25, 0.32],
  "lumo_ha": 0.0113,
  "e_tot_ev": -13656.4454,
  "molar_mass_g_mol": 142.95
}

***

5.
{
  "formula": "C4H7HgO4",
  "method": "ωB97M-V/def2-TZVPD",
  "symbols": ["O", "C", "O", "Hg", "O", "C", "H", "H", "H", "C", "C", "O", "H", "H", "H", "H"],
  "positions_angstrom": [[-1.673218, -0.399803, 0.902112], [-0.749872, -0.537328, 1.759526], [-0.823310, -1.261176, 2.801218], [1.053526, -1.748751, 2.574080], [0.500541, -0.336408, 1.344678], [-1.079128, -0.875024, -0.857654], [-1.834930, -1.674374, -0.830981], [-1.429245, -0.606121, -1.863834], [-0.216068, -1.508757, -0.625330], [0.656815, 1.352891, -0.165178], [0.395234, 0.778823, -1.423430], [1.849618, 1.948838, 0.111522], [-0.145660, 1.968817, 0.252664], [1.214688, 0.196612, -1.860064], [-0.293015, 1.360739, -2.041276], [2.574023, 1.341023, -0.078054]],
  "forces_ev_per_a": [[0.0930, 0.8919, -0.7620], [-0.5038, -1.2143, -3.1268], [-4.7938, 1.3633, 1.3321], [6.3317, -4.3657, 2.8493], [-0.1534, 3.2082, -1.7467], [-1.5242, -3.8167, -0.1479], [-0.8318, 0.3491, 1.6472], [1.0960, 1.1088, 0.4032], [0.2179, 1.1480, -0.7048], [-0.6505, 2.9372, -3.6410], [1.1633, 1.1906, 2.3742], [-0.3310, -1.9475, 1.6199], [0.2327, -0.4130, 0.2428], [-0.4282, 0.2876, -0.2913], [-0.2768, -0.8958, 0.3155], [0.3591, 0.1682, -0.3640]],
  "mulliken_charge": [-0.39, 1.08, -0.64, 1.00, -0.69, -0.66, 0.30, 0.38, 0.35, 0.11, -0.84, -0.41, 0.35, 0.32, 0.39, 0.35],
  "lumo_ha": [-0.2693, -0.2699],
  "e_tot_ev": -16609.0885,
  "total_charge": 1,
  "molar_mass_g_mol": 319.69
}

***

6.
{
  "formula": "C4H6O4",
  "method": "ωB97M-V/def2-TZVPD",
  "symbols": ["O", "C", "O", "C", "C", "C", "O", "O", "H", "H", "H", "H", "H", "H"],
  "positions_angstrom": [[-1.420098, 1.363007, 1.633647], [-0.455497, 1.558873, 0.932759], [-0.042304, 2.843993, 0.767758], [0.377926, 0.572521, 0.211483], [-0.470269, -0.579779, -0.414561], [0.505613, -1.605909, -0.944544], [-0.177175, -2.715801, -1.295405], [1.697059, -1.519636, -1.001427], [-0.581414, 3.460282, 1.274649], [0.872025, 0.071644, 1.062258], [1.103467, 0.937248, -0.510459], [-1.259175, -0.213690, -1.080485], [-1.024264, -0.972945, 0.432780], [0.350653, -3.509424, -1.278144]],
  "forces_ev_per_a": [[0.3244, -0.9406, -0.2905], [-1.2140, 2.2756, 0.3773], [1.0321, -0.3534, -0.7508], [-0.3512, -1.5484, 0.1458], [0.5764, 1.4816, 1.0136], [-0.8666, -0.5662, -0.1335], [-0.9230, 0.2473, 0.1566], [0.1037, 0.1768, 0.1420], [-0.3403, -0.2924, 0.2441], [0.5014, 0.2397, -0.4935], [-0.0614, 0.4217, 0.3630], [0.5141, -0.2615, -0.3979], [-0.0841, -0.6037, -0.0901], [0.7885, -0.2766, -0.2862]],
  "mulliken_charge": [-0.58, 0.36, -0.46, -0.23, -0.59, 0.54, -0.43, -0.53, 0.35, 0.24, 0.35, 0.37, 0.28, 0.34],
  "lumo_ha": 0.0215,
  "e_tot_ev": -12435.9114,
  "molar_mass_g_mol": 118.09
}